81
Properties=species:S:1:pos:R:3 method="wB97M-V/def2-TZVPD" total_charge=-1 e_lumo_ev="0.70 / 0.70" spin_multiplicity=2 e_tot_ha=-40146.56289 gap_ev="2.48 / 6.78" e_homo_ev="-1.8 / -6.1"
C 1.12729 -0.10460 -1.99490
C 0.35660 0.99363 -1.22838
C -1.22225 0.70559 -0.95169
O -1.20119 0.36392 0.44802
C 0.03486 0.43353 0.92467
O 0.26850 0.13344 2.07350
O 0.90044 1.02356 0.02107
H 0.80526 -0.07278 -3.03575
H 1.00372 -1.12452 -1.63078
H 2.19820 0.09325 -2.04076
H 0.55879 1.89585 -1.80562
H -1.56082 -0.20203 -1.45138
H -1.93648 1.47958 -1.23261
C -4.28301 0.92817 1.92638
C -5.79385 0.76409 2.18331
C -6.21106 0.24088 3.60830
O -7.19088 1.24782 3.99594
C -7.06505 2.41276 3.39782
O -7.73497 3.41840 3.56389
O -6.20474 2.17285 2.26620
H -3.70496 1.51191 2.64276
H -4.20554 1.63196 1.09766
H -3.71306 0.00747 1.80153
H -6.21860 0.13920 1.39769
H -5.49794 0.20440 4.43184
H -6.66971 -0.74793 3.61087
C 3.10169 -0.35368 3.07955
C 4.52218 -0.82862 3.27402
O 5.38627 -0.05935 3.66627
C 4.84188 -2.27116 3.48849
H 3.00263 -0.18117 2.00786
H 3.00783 0.63945 3.51884
H 2.33259 -1.05427 3.40474
H 4.54749 -2.87714 2.63161
H 4.23696 -2.68962 4.29289
H 5.84458 -2.31038 3.91410
C 0.37304 2.23694 -5.26846
C -0.06649 3.09358 -4.10511
O -1.00103 2.73175 -3.39270
C 0.75908 4.31682 -3.82359
H 1.28763 1.89001 -4.78755
H 0.52343 2.80107 -6.18892
H -0.35890 1.43770 -5.38499
H 1.07684 4.27072 -2.78195
H 0.06555 5.11907 -4.07562
H 1.63711 4.32487 -4.46942
C -0.33607 -3.06606 0.53230
C -0.31427 -4.49975 1.00080
O -1.18832 -5.35712 0.81309
C 0.85410 -4.99518 1.76686
H -1.23079 -2.61612 0.96256
H -0.45432 -2.93959 -0.54386
H 0.58419 -2.63306 0.92437
H 1.69431 -4.96548 1.07313
H 0.71290 -6.07330 1.84303
H 0.99068 -4.58164 2.76607
C -1.52723 2.53433 4.08828
Br 0.15173 2.10286 5.07517
Br -1.24091 3.97030 2.73923
Br -3.02711 2.87689 5.29532
H -1.66895 1.62291 3.50748
C 2.21391 -3.33583 -4.35933
Br 0.33707 -3.59671 -5.10341
Br 3.44325 -4.47997 -5.24055
Br 2.23716 -3.50757 -2.39379
H 2.47928 -2.28937 -4.50968
C -4.33434 -1.24491 -3.37798
Br -4.40987 -2.65730 -1.94219
Br -5.42322 -1.80608 -4.91899
Br -2.52014 -0.59507 -4.01317
H -4.83101 -0.37035 -2.95778
C 5.35190 -0.80660 -2.16259
Br 6.62529 -2.25755 -2.53043
Br 6.21342 1.03563 -1.99904
Br 4.34774 -1.17916 -0.52840
H 4.54953 -0.75207 -2.89833
C 3.41514 3.27432 0.81510
Br 2.96738 4.28929 2.45105
Br 5.08306 2.23447 0.97532
Br 3.60602 4.39155 -0.78552
H 2.68840 2.48657 0.61658